(1)
11 unconnected molecules or ions with the total composition C40H111N9O11, computed with wB97M-V/def2-TZVPD.

Last column: Mulliken charge in e.
Geometry (Å):
C: 15.50 4.06 14.66  -0.2783
O: 16.48 4.41 13.68  -0.3691
C: 15.93 5.21 12.66  -0.7266
C: 16.99 5.56 11.61  1.4434
C: 18.19 6.20 12.30  -1.5435
N: 16.44 6.53 10.66  -0.7080
H: 16.04 3.69 15.52  0.1303
H: 14.85 3.32 14.19  -0.0138
H: 14.92 4.94 14.97  0.3454
H: 15.15 4.63 12.14  0.2833
H: 15.45 6.11 13.08  0.3557
H: 17.25 4.62 11.14  -0.6515
H: 18.98 6.42 11.57  0.4254
H: 18.60 5.53 13.04  0.3327
H: 17.91 7.14 12.78  0.3513
H: 15.47 6.31 10.44  0.3038
H: 16.36 7.41 11.16  0.3082
C: 13.36 -2.64 19.07  -0.8183
O: 13.24 -1.41 18.41  -0.2852
C: 12.64 -1.51 17.14  -0.0787
C: 11.96 -0.21 16.80  0.3934
C: 10.99 -0.34 15.64  -1.3093
N: 12.92 0.86 16.49  -0.5776
H: 13.95 -3.35 18.47  0.2896
H: 12.39 -3.09 19.31  0.3301
H: 13.90 -2.50 20.01  0.2999
H: 13.40 -1.74 16.37  -0.1484
H: 11.91 -2.34 17.12  0.5183
H: 11.40 0.11 17.68  0.3021
H: 10.17 -1.02 15.87  0.4671
H: 11.45 -0.81 14.76  0.1148
H: 10.62 0.64 15.35  0.1736
H: 13.50 0.56 15.72  -0.0135
H: 13.59 0.87 17.26  0.3192
C: 18.66 -5.32 11.00  -0.5427
O: 19.07 -6.36 10.15  -0.3753
C: 20.22 -7.05 10.61  -0.6517
C: 21.53 -6.27 10.56  0.5181
C: 21.82 -5.84 9.14  -1.2984
N: 22.63 -7.11 11.06  -0.7393
H: 18.10 -4.57 10.44  0.2317
H: 19.48 -4.77 11.48  0.2386
H: 18.00 -5.73 11.77  0.2072
H: 19.98 -7.41 11.62  0.3665
H: 20.33 -7.95 10.01  0.3102
H: 21.47 -5.43 11.26  0.1909
H: 22.63 -5.11 9.08  0.3413
H: 20.96 -5.36 8.67  0.3160
H: 22.10 -6.71 8.55  0.3381
H: 22.36 -7.51 11.96  0.2646
H: 22.75 -7.89 10.42  0.2895
C: 14.53 0.58 11.96  0.2038
O: 13.61 -0.49 12.00  -0.3585
C: 14.05 -1.70 11.49  -0.9355
C: 15.02 -2.44 12.43  1.0197
C: 15.18 -3.88 11.98  -1.1791
N: 14.56 -2.39 13.85  1.4099
H: 14.02 1.50 12.22  -0.0669
H: 14.95 0.70 10.95  0.1684
H: 15.34 0.41 12.67  -0.0841
H: 13.17 -2.34 11.36  0.1658
H: 14.58 -1.63 10.53  0.3316
H: 16.00 -1.93 12.42  0.0249
H: 15.35 -3.89 10.90  0.5188
H: 14.30 -4.48 12.23  -0.1390
H: 16.08 -4.33 12.41  0.0857
H: 13.95 -3.19 13.97  -0.5874
H: 13.96 -1.57 13.86  -0.4635
C: 16.31 0.37 15.57  0.3665
O: 16.79 0.89 16.78  -0.3562
C: 17.01 -0.15 17.72  -0.4763
C: 17.19 0.42 19.11  0.4219
C: 15.98 1.22 19.57  -1.2332
N: 18.43 1.19 19.19  -0.7446
H: 16.30 1.15 14.81  0.0949
H: 15.23 0.16 15.60  -0.1512
H: 16.84 -0.53 15.29  0.0715
H: 16.17 -0.86 17.74  0.2439
H: 17.88 -0.76 17.43  0.1459
H: 17.30 -0.45 19.76  0.2352
H: 16.07 1.51 20.62  0.3879
H: 15.01 0.76 19.38  0.1821
H: 15.96 2.15 19.00  0.3208
H: 18.35 1.93 19.87  0.2588
H: 18.62 1.66 18.31  0.3168
C: 11.62 3.80 13.66  -0.5495
O: 10.36 4.30 13.28  -0.3841
C: 9.34 3.33 13.33  -0.5135
C: 8.14 3.83 12.55  0.4038
C: 7.06 2.79 12.40  -1.5035
N: 8.48 4.37 11.22  -0.7776
H: 11.57 3.08 14.49  0.2744
H: 12.25 4.65 13.90  0.2279
H: 12.08 3.21 12.85  0.2442
H: 9.72 2.40 12.88  0.2696
H: 9.06 3.14 14.38  0.3191
H: 7.76 4.72 13.05  0.3150
H: 6.25 3.23 11.81  0.3866
H: 6.62 2.52 13.37  0.3711
H: 7.40 1.88 11.91  0.3437
H: 9.27 5.01 11.35  0.3127
H: 8.91 3.64 10.64  0.2518
C: 20.77 1.74 7.45  -0.7684
O: 19.83 2.08 8.44  -0.2790
C: 18.51 1.80 8.03  -0.8699
C: 17.52 2.24 9.10  0.3867
C: 17.94 1.77 10.48  -1.3579
N: 16.18 1.69 8.83  -0.6002
H: 21.75 2.05 7.79  0.2424
H: 20.54 2.23 6.50  0.3095
H: 20.80 0.65 7.30  0.3081
H: 18.30 2.33 7.09  0.4162
H: 18.38 0.72 7.89  0.3651
H: 17.51 3.33 9.07  0.4440
H: 17.23 2.15 11.22  0.0654
H: 18.89 2.19 10.80  0.3957
H: 17.98 0.68 10.55  0.4453
H: 16.34 0.70 8.63  0.1794
H: 15.72 2.04 8.00  0.3192
C: 8.36 -5.46 11.27  -0.7782
O: 9.52 -6.25 11.18  -0.3858
C: 10.48 -5.70 10.31  -0.6770
C: 11.86 -6.26 10.67  1.6736
C: 12.85 -5.80 9.63  -1.2602
N: 11.86 -7.74 10.71  -0.7446
H: 8.60 -4.43 11.54  0.3005
H: 7.66 -5.90 11.98  0.2829
H: 7.82 -5.44 10.31  0.3060
H: 10.25 -5.99 9.28  0.2005
H: 10.53 -4.60 10.31  0.4028
H: 12.08 -5.91 11.68  -0.7694
H: 12.94 -4.71 9.62  -0.0443
H: 12.45 -6.04 8.64  0.3743
H: 13.87 -6.16 9.70  0.4264
H: 11.66 -8.09 9.78  0.3143
H: 11.07 -8.00 11.30  0.3330
C: 10.85 -4.26 6.66  -0.9645
O: 11.91 -3.72 7.41  -0.1100
C: 12.05 -2.33 7.19  -1.0799
C: 13.38 -1.80 7.67  2.2158
C: 13.39 -0.29 7.62  -1.6936
N: 14.50 -2.28 6.82  -0.7981
H: 9.90 -3.75 6.84  0.3628
H: 10.75 -5.31 6.94  0.2560
H: 11.10 -4.27 5.59  0.3540
H: 11.94 -2.15 6.11  0.3327
H: 11.24 -1.76 7.69  0.3673
H: 13.64 -2.14 8.68  -0.9349
H: 12.66 0.20 8.26  0.4221
H: 13.14 -0.02 6.58  0.4782
H: 14.40 0.11 7.75  0.2859
H: 14.37 -1.91 5.88  0.2998
H: 14.35 -3.28 6.65  0.2980
C: 12.79 -6.64 14.49  -1.1234
C: 13.03 -5.26 15.09  -0.0859
O: 12.31 -4.26 14.35  -0.6368
H: 13.02 -6.55 13.42  0.1833
H: 11.73 -6.89 14.59  0.3136
H: 13.40 -7.41 14.96  0.4184
H: 14.09 -5.00 15.06  0.1392
H: 12.69 -5.25 16.13  0.4969
H: 11.39 -4.36 14.60  0.2900
C: 19.56 -2.99 14.72  -1.6697
C: 18.20 -2.69 14.16  1.0003
O: 17.21 -3.00 15.14  -0.5595
H: 20.33 -2.83 13.97  0.3769
H: 19.62 -4.02 15.08  0.3461
H: 19.79 -2.34 15.56  0.3825
H: 18.01 -3.36 13.30  -0.3627
H: 18.09 -1.67 13.79  0.1470
H: 16.35 -2.67 14.82  0.1339

The spin multiplicity is 1. The total energy is -2910.8720 Ha. The calculation puts the HOMO energy at -8.9436 eV. The HOMO-LUMO gap is 9.16 eV. The value obtained for the energy relative to the best compared isomer or geometry (same formula, charge and spin) is 24.6 kcal per mole. As for the total charge: 0. Its SMILES is COC[C@H](C)N.COC[C@H](C)N.COC[C@H](C)N.COC[C@H](C)N.COC[C@H](C)N.COC[C@H](C)N.COC[C@H](C)N.COC[C@H](C)N.COC[C@H](C)N.CCO.CCO.

***

(2)
12 unconnected molecules or ions with the total composition C40H112N8O12, computed with wB97M-V/def2-TZVPD.

Last column: Mulliken charge in e.
Geometry (Å):
C: 2.13 2.49 5.67  -0.9047
C: 1.48 1.45 6.49  -0.3711
O: 1.69 1.70 7.93  -0.3812
H: 3.09 2.57 6.17  0.4109
H: 1.59 3.44 5.67  0.2960
H: 2.35 2.14 4.66  0.0005
H: 1.99 0.52 6.24  0.0117
H: 0.43 1.29 6.26  0.3441
H: 1.32 0.90 8.34  0.2814
C: -2.13 -3.10 -4.25  -0.9804
C: -0.77 -3.15 -5.06  0.4812
O: -0.79 -2.21 -6.09  -0.6642
H: -2.97 -3.66 -4.68  0.4711
H: -2.36 -2.05 -4.07  0.1004
H: -2.02 -3.61 -3.29  0.2464
H: -0.54 -4.11 -5.52  0.3080
H: 0.03 -2.79 -4.40  -0.3030
H: 0.10 -1.86 -6.17  0.3381
C: 3.26 -2.25 3.81  -1.2018
C: 1.83 -2.55 4.24  0.3667
O: 1.71 -2.03 5.53  0.4569
H: 3.25 -1.17 3.65  -0.0055
H: 3.40 -2.76 2.85  0.3909
H: 4.03 -2.41 4.56  0.3755
H: 1.61 -3.62 4.20  0.2638
H: 1.16 -2.05 3.54  -0.3912
H: 0.98 -2.40 6.03  -0.1638
C: -2.06 -2.64 4.70  -1.5124
C: -1.31 -3.93 4.24  -0.7950
O: -2.22 -4.94 3.66  0.1462
H: -2.51 -2.89 5.65  1.0501
H: -2.82 -2.44 3.94  -0.2318
H: -1.28 -1.88 4.74  0.3155
H: -0.63 -4.37 4.97  0.2479
H: -0.58 -3.78 3.44  -0.1692
H: -2.81 -5.17 4.38  0.3213
C: 2.71 0.37 -5.83  -1.4620
C: 3.10 -1.05 -5.33  0.2890
C: 3.03 -1.31 -3.79  0.0987
O: 3.64 -0.35 -2.95  -0.4800
C: 3.09 -0.39 -1.60  -0.2286
N: 2.25 -2.10 -5.92  -0.3466
H: 2.96 0.69 -6.84  0.4079
H: 3.22 1.17 -5.28  0.3571
H: 1.63 0.45 -5.70  0.2915
H: 4.13 -1.14 -5.65  0.2716
H: 3.46 -2.28 -3.56  0.1573
H: 2.00 -1.39 -3.45  -0.1424
H: 2.13 0.12 -1.55  0.1643
H: 3.82 0.08 -0.95  0.0694
H: 3.02 -1.40 -1.19  0.0322
H: 2.20 -1.77 -6.88  0.3175
H: 2.67 -3.01 -5.93  -0.0188
C: -3.26 5.16 3.37  -1.7075
C: -3.81 3.96 2.63  2.0900
C: -3.78 2.67 3.42  -1.2291
O: -4.11 1.47 2.61  0.3912
C: -4.43 0.36 3.44  -1.3275
N: -5.14 4.22 2.13  -0.9414
H: -3.65 6.06 2.90  0.3970
H: -2.18 5.22 3.27  0.2892
H: -3.73 5.32 4.34  0.4095
H: -3.21 3.91 1.72  -0.6737
H: -4.49 2.75 4.24  0.4834
H: -2.75 2.41 3.62  0.2373
H: -4.83 -0.43 2.80  0.0626
H: -5.31 0.51 4.06  0.4252
H: -3.62 -0.08 4.01  0.3201
H: -5.47 3.27 2.02  0.3664
H: -5.04 4.53 1.17  0.4683
C: -2.19 -0.85 -1.35  -0.8639
C: -1.33 0.10 -0.40  1.7358
C: -0.25 -0.65 0.45  -0.6700
O: 0.63 0.20 1.25  0.4230
C: 0.14 1.00 2.36  -0.1065
N: -0.70 1.11 -1.21  0.6396
H: -2.60 -1.63 -0.71  -0.1012
H: -1.57 -1.18 -2.18  -0.0126
H: -2.95 -0.28 -1.88  0.3909
H: -1.96 0.68 0.27  -0.3816
H: 0.40 -1.23 -0.20  -0.5143
H: -0.80 -1.32 1.11  0.4453
H: 0.97 1.49 2.87  -0.1908
H: -0.21 0.34 3.16  0.1379
H: -0.59 1.73 2.01  0.1538
H: -1.48 1.40 -1.78  -0.9376
H: -0.33 1.94 -0.76  -0.1808
C: -5.56 -3.08 -2.49  -0.8859
C: -6.42 -3.10 -1.20  0.1464
C: -5.53 -3.15 0.08  0.5779
O: -5.25 -4.57 0.23  -0.3682
C: -4.14 -4.84 1.13  -0.5134
N: -7.22 -1.86 -1.21  -0.7292
H: -4.72 -3.78 -2.47  0.2968
H: -5.17 -2.06 -2.49  -0.1309
H: -6.09 -3.03 -3.44  0.3726
H: -6.92 -4.06 -1.10  0.3208
H: -6.06 -2.81 0.97  0.3942
H: -4.54 -2.73 -0.07  -0.6875
H: -3.77 -5.87 1.09  0.3001
H: -4.57 -4.57 2.09  0.2704
H: -3.26 -4.25 0.86  0.0046
H: -6.63 -1.06 -1.03  0.2308
H: -7.66 -1.83 -0.30  0.3617
C: 1.68 -3.97 -0.62  -0.6801
C: 2.35 -5.17 -1.10  0.1468
C: 1.86 -5.63 -2.47  -0.9095
O: 2.67 -4.93 -3.44  0.0170
C: 2.79 -5.68 -4.61  -1.1063
N: 3.78 -4.89 -1.03  -0.7817
H: 1.80 -3.14 -1.31  -0.2027
H: 1.97 -3.64 0.38  0.1201
H: 0.59 -4.02 -0.60  0.4459
H: 2.05 -5.91 -0.36  0.4741
H: 0.80 -5.38 -2.59  0.2901
H: 1.81 -6.71 -2.61  0.5920
H: 3.19 -5.15 -5.47  0.2366
H: 1.90 -6.27 -4.82  0.3862
H: 3.56 -6.43 -4.45  0.3782
H: 4.23 -5.68 -1.47  0.2944
H: 3.89 -4.13 -1.68  0.3302
C: 2.96 3.86 0.20  -1.8190
C: 2.08 3.15 -0.75  3.5042
C: 0.88 3.96 -1.24  -0.9368
O: 0.10 4.30 -0.16  -0.1352
C: -0.92 5.28 -0.21  -0.5782
N: 2.92 2.64 -1.83  -0.6851
H: 3.96 3.44 0.29  0.1974
H: 2.67 3.92 1.25  0.3482
H: 3.15 4.92 0.03  0.3133
H: 1.71 2.25 -0.25  -1.2946
H: 0.25 3.38 -1.91  -0.3453
H: 1.09 4.95 -1.66  0.6759
H: -1.54 5.02 -1.07  0.3350
H: -0.53 6.30 -0.22  0.2335
H: -1.45 5.16 0.73  -0.0146
H: 2.50 1.94 -2.42  -0.0003
H: 3.86 2.36 -1.60  0.2533
C: -4.93 4.00 -1.46  -1.4427
C: -4.57 2.61 -2.11  0.3372
C: -3.12 2.68 -2.70  -0.1871
O: -2.73 1.50 -3.32  -0.2781
C: -1.60 1.63 -4.15  -0.5059
N: -4.77 1.48 -1.15  -0.3861
H: -4.66 4.74 -2.23  0.4504
H: -4.56 4.31 -0.48  -0.0613
H: -6.01 4.11 -1.39  0.4353
H: -5.31 2.48 -2.91  0.2961
H: -2.53 2.85 -1.80  0.0150
H: -3.03 3.57 -3.34  0.5438
H: -0.75 2.11 -3.65  0.1067
H: -1.81 2.17 -5.07  0.4343
H: -1.19 0.67 -4.45  0.0056
H: -4.05 0.79 -1.33  0.0391
H: -4.49 1.64 -0.19  0.0188
C: 7.00 5.18 1.33  -1.5221
C: 7.58 3.80 1.64  0.5521
C: 6.64 2.61 1.27  -0.6819
O: 5.46 2.70 2.04  -0.2706
C: 4.69 1.52 2.07  0.1656
N: 8.71 3.62 0.86  -0.7010
H: 7.69 5.95 1.68  0.4560
H: 6.10 5.43 1.88  0.3306
H: 6.79 5.39 0.28  0.3459
H: 7.81 3.72 2.70  0.2869
H: 7.14 1.65 1.45  0.3898
H: 6.41 2.82 0.22  0.1922
H: 5.15 0.69 2.61  0.6323
H: 4.36 1.17 1.09  -0.3801
H: 3.77 1.76 2.60  -0.1127
H: 9.48 3.14 1.30  0.2406
H: 9.18 4.51 0.83  0.2557

As for the expectation value of S²: 0.751. The spin multiplicity is 2. The total energy is -2931.7334 Ha. The calculation puts the HOMO energy (alpha / beta) at 0.4747 / -7.0377 eV. The HOMO-LUMO gap (alpha / beta) is 1.38 / 8.87 eV. The value obtained for the energy relative to the best compared isomer or geometry (same formula, charge and spin) is 77.6 kcal per mole. As for the total charge: -1.

***

energy relative to the best compared isomer or geometry (same formula, charge and spin) of number 1 (C40H111N9O11)? 24.6 kcal per mole

***

Among the records above, which one has the highest total charge? C40H111N9O11

***

Number 1 is which compound? C40H111N9O11

***

Among the records above, which one has the lowest spin multiplicity? C40H111N9O11